Formula: C4H6N2O2
Source: the OMol25 dataset
Level of theory: wB97M-V/def2-TZVPD

```
14
Properties=species:S:1:pos:R:3:forces:R:3
H 1.867829 2.204730 -0.583101 -1.2 -0.6 2.1
H -1.284003 1.053064 -0.617228 -0.8 -0.6 0.1
H -2.046309 -1.458259 -0.596113 1.3 1.3 1.5
O 0.680233 0.781772 -1.091047 -1.8 -1.7 -1.8
H 0.912852 -0.855100 0.403319 -1.5 0.5 0.6
N 0.630883 1.576111 1.192749 1.1 -0.4 -2.5
C -0.634533 0.199301 -0.741673 4.0 -0.7 0.9
N -0.128026 0.463942 1.711987 1.3 -1.8 -2.1
C 1.084352 1.515210 -0.076639 0.0 2.1 2.5
H 0.454835 -2.518323 -0.713491 -1.7 0.0 -0.9
O -0.509678 -2.361285 -0.981397 5.3 -4.5 -1.3
C -0.908455 -1.284335 -0.438591 -6.5 3.7 0.7
C -0.180508 -0.554408 0.610737 0.7 2.1 0.4
H -0.954777 0.675011 2.230013 -0.4 0.6 -0.1
```
Positions in Å, forces in eV/Å.

The structure (SMILES) is O[C@H]1[C@@H]2NN=CO[C@@H]12. The strongest force on any atom comes out at 0.1453 Eh/bohr. Its spin multiplicity is 1. The frontier orbital gap is 9.1 eV. The total charge is 0.



Formula: C35H56N4ORhSi
Source: the OMol25 dataset
Level of theory: wB97M-V/def2-TZVPD

```
98
Properties=species:S:1:pos:R:3:forces:R:3
H 0.055268 3.309428 1.399812 0.0 0.0 0.0
C 1.314257 -7.494618 2.217813 0.0 0.0 0.0
C 2.749990 -3.646358 -0.300036 0.0 0.0 0.0
H -0.620588 2.449971 2.774462 0.0 0.0 0.0
H 3.006394 -3.231216 4.320102 0.0 0.0 0.0
H 5.960926 -0.108906 0.306187 0.0 0.0 0.0
C 2.056843 2.803133 3.170446 0.0 0.0 0.0
H 5.448568 -0.090881 2.628345 0.0 0.0 0.0
H 0.106094 -4.867151 3.968097 0.0 0.0 0.0
C -2.858454 -2.698557 -0.262755 0.0 0.0 0.0
C -0.693347 -3.605837 -1.157784 0.0 0.0 0.0
H 0.498993 0.776108 3.986066 0.0 0.0 0.0
H 3.843678 -0.785699 2.424611 0.0 0.0 0.0
Rh 1.293152 -0.801251 -0.258968 0.0 0.1 0.0
H 1.756306 -2.109223 2.403360 0.0 0.0 0.0
C 4.394941 0.156943 2.463459 0.0 0.0 0.0
C 2.437943 4.052496 -0.244344 0.0 0.0 0.0
C -0.012260 2.330925 1.872121 0.0 0.0 0.0
N 2.336857 -6.366002 4.102557 0.0 0.0 0.0
H 2.523395 -7.158839 4.698264 0.0 0.0 0.0
C 1.263339 -6.487606 3.174424 0.0 0.0 0.0
C 1.359865 1.770093 2.270133 0.0 0.0 0.0
H 3.027111 3.046744 -2.682152 0.0 0.0 0.0
H 3.575723 -0.626888 -6.840397 0.0 0.0 0.0
C 2.685017 -1.213715 -6.616530 0.0 0.0 0.0
C 2.365366 -1.157208 -5.154285 0.0 0.0 0.0
C 4.271103 0.941883 1.150339 0.0 0.0 0.0
H -0.159692 -0.644092 -2.957192 0.0 0.0 0.0
N 2.753855 -4.064985 3.811448 0.0 0.0 0.0
H 1.860188 -0.841676 -7.220271 0.0 0.0 0.0
C -0.806445 -6.774229 1.303200 0.0 0.0 0.0
H 3.747731 -5.529021 -0.432775 0.0 0.0 0.0
C 1.080731 -0.892028 -4.693313 0.0 0.0 0.0
H 1.694101 4.355927 0.491127 0.0 0.0 0.0
H 0.764600 3.178941 -2.220173 0.0 0.0 0.0
C 4.905447 0.057378 0.066030 0.0 0.0 0.0
H 6.118368 1.970309 1.601374 0.0 0.0 0.0
H -3.424597 -3.318673 -0.960425 0.0 0.0 0.0
H 2.165807 -8.164549 2.195220 0.0 0.0 0.0
H 4.257566 2.481532 -1.563226 0.0 0.0 0.0
C 0.286262 -7.638431 1.301516 0.0 0.0 0.0
H -0.608186 -1.903401 1.103655 0.0 0.0 0.0
C 2.857876 -5.204734 4.615276 0.1 0.0 -0.1
C 5.099567 2.229993 1.295076 0.0 0.0 0.0
C -0.753996 -1.427755 0.124835 0.0 0.0 0.0
C 3.323018 -4.786774 0.228473 0.0 0.0 0.0
H 3.817760 -5.838131 2.035914 0.0 0.0 0.0
C 3.221939 2.341367 -1.867558 0.0 0.0 0.0
H -2.741398 -3.256460 0.670074 0.0 0.0 0.0
C 0.169403 -5.635127 3.207649 0.0 0.0 0.0
C 3.024276 -1.322468 -2.853829 0.0 0.0 0.0
H 2.349091 4.735902 -1.095730 0.0 0.0 0.0
C 3.349626 -1.376337 -4.191667 0.0 0.0 0.0
C 2.785394 -3.992651 2.417011 0.0 0.0 0.0
C 0.821673 2.509645 -1.355067 0.0 0.0 0.0
H 0.235022 -3.373279 -1.683716 0.0 0.0 0.0
C 2.223884 2.610201 -0.732575 0.0 0.0 0.0
H 1.981610 0.002604 3.435057 0.0 0.0 0.0
H 4.372281 -1.579348 -4.482216 0.0 0.0 0.0
H -0.551381 1.658574 1.200514 0.0 0.0 0.0
H 0.471376 -0.206492 2.524766 0.0 0.0 0.0
Si 2.430852 1.344718 0.719444 -0.1 -0.1 0.0
H 5.175432 2.785100 0.361000 0.0 0.0 0.0
H -1.253786 -0.464093 0.266876 0.0 0.0 0.0
H 4.419704 -0.923019 0.035465 0.0 0.0 0.0
H 4.056548 0.722192 3.330369 0.0 0.0 0.0
H 0.270990 -0.707496 -5.386568 0.0 0.0 0.0
H 4.692183 2.899956 2.053501 0.0 0.0 0.0
H 2.889317 -2.243260 -6.916020 0.0 0.0 0.0
N 2.220067 -2.700534 0.480432 0.1 0.0 0.1
C -1.484554 -2.340060 -0.839244 0.0 0.0 0.0
H 4.860152 0.497357 -0.928603 0.0 0.0 0.0
N 1.782294 -1.068367 -2.418407 0.0 0.0 0.0
H 0.607984 1.498138 -1.717174 0.0 0.0 0.0
H 3.426311 4.201998 0.191768 0.0 0.0 0.0
H 2.694622 -3.486591 -1.367733 0.0 0.0 0.0
H 1.395679 3.055139 4.006320 0.0 0.0 0.0
H -3.445731 -1.805462 -0.046521 0.0 0.0 0.0
O 3.400294 -5.144575 5.694250 -0.1 0.0 0.0
H -2.456767 -7.877386 0.479059 0.0 0.0 0.0
H 3.115965 1.334017 -2.276879 0.0 0.0 0.0
H -1.694846 -5.103874 2.308343 0.0 0.0 0.0
H 2.986902 2.428189 3.596552 0.0 0.0 0.0
H 3.778063 -1.471920 -2.091608 0.0 0.0 0.0
C 1.076809 0.505312 3.096217 0.0 0.0 0.0
C 0.832584 -0.855467 -3.335318 0.0 0.0 0.0
H -0.434782 -4.142809 -0.239706 0.0 0.0 0.0
H -1.535422 -6.971076 -0.713590 0.0 0.0 0.0
C 2.225188 -2.879766 1.802554 0.0 0.0 0.0
H -2.639950 -6.127478 0.376264 0.0 0.0 0.0
C 3.356963 -4.962555 1.599932 0.0 0.0 0.0
H -1.656277 -1.798389 -1.776202 0.0 0.0 0.0
H -1.276532 -4.279895 -1.787562 0.0 0.0 0.0
C -1.920795 -6.942616 0.306863 0.0 0.0 0.0
H 2.280035 3.730104 2.640957 0.0 0.0 0.0
H 0.028208 2.793230 -0.668558 0.0 0.0 0.0
C -0.843605 -5.774159 2.269459 0.0 0.0 0.0
H 0.336378 -8.434586 0.567888 0.0 0.0 0.0
```
Positions in Å, forces in eV/Å.

The strongest force on any atom comes out at 0.0032 Eh/bohr. Its spin multiplicity is 5. The frontier orbital gap (spin up / spin down) is 7.4 / 6.9 eV. The total charge is +1.



Formula: C23H50F3N3O6P
Source: the OMol25 dataset
Level of theory: wB97M-V/def2-TZVPD

```
86
Properties=species:S:1:pos:R:3:forces:R:3
H 0.567648 -1.835183 -5.322137 0.0 0.0 0.0
H -0.966571 -4.233367 -2.922374 0.0 0.0 0.0
H -3.121135 4.572283 2.217730 0.0 0.0 0.0
H 1.630928 -4.898906 -4.201866 0.0 0.0 0.0
H 0.578287 -3.571942 -5.577907 0.0 -0.1 0.1
H 5.145350 0.918478 -0.570107 0.1 -0.1 -0.1
C 4.285469 2.561879 0.545816 0.2 -0.3 0.1
H 2.854034 3.752908 1.668334 0.1 0.0 0.2
H -3.019469 1.213629 0.195968 0.0 0.0 0.0
C -4.953813 0.452642 3.677320 0.0 0.2 -0.1
C 2.895259 3.187519 0.743261 0.0 -0.3 -0.3
C -3.575164 3.589253 2.346505 0.0 0.1 -0.1
C -6.738357 3.000595 5.057886 0.1 0.0 0.0
H 4.746553 -0.476153 1.272970 0.0 0.0 0.3
O -3.553624 2.934787 1.091515 0.0 0.0 0.1
C -1.637142 -5.161823 -4.591047 0.1 0.1 0.1
H 0.041519 1.829907 -0.688046 0.0 -0.2 -0.1
C 4.864741 2.192532 1.897210 0.2 -0.1 0.5
H 1.068347 -4.531309 -2.550276 0.0 -0.1 -0.1
H -1.318722 -5.664193 -1.275956 -0.1 0.0 0.0
H 4.238286 -1.595503 0.037573 0.0 -0.1 -0.1
H -6.759160 0.596644 4.848529 0.0 0.0 -0.1
H 0.520602 3.509508 -0.589181 0.0 0.2 0.0
H -3.006195 3.041747 3.102339 0.0 0.0 0.0
C -3.466788 1.521864 1.144843 0.1 -0.1 -0.2
C -1.053966 -2.792563 -4.341286 -0.1 0.0 0.2
H -4.665593 -0.250045 1.104122 0.0 0.0 0.0
H 7.540395 4.675049 0.037649 0.1 0.1 -0.1
O 1.069843 0.005762 0.883828 0.0 -0.2 0.5
F 4.068326 1.356360 2.619885 0.6 0.6 -0.3
H 1.502040 2.398032 -1.531720 0.1 0.0 -0.1
H 3.864852 1.794797 -1.373220 0.1 0.0 -0.1
H 3.510542 -0.563066 -1.963145 0.1 -0.1 -0.1
C 0.900074 2.492432 -0.633020 0.0 -0.1 0.0
O 5.859849 3.141532 -1.707730 -0.1 0.2 0.1
H -5.728660 2.000558 2.628894 0.0 0.0 0.0
H -5.440213 1.175036 0.431882 0.0 0.0 0.0
O 1.346508 -2.875186 -3.787849 0.0 -0.1 0.0
N -1.561094 -4.005511 -3.708326 0.1 -0.1 -0.1
H 0.484969 3.604557 1.768583 0.1 0.2 0.2
H -4.596473 3.742729 2.706720 0.0 -0.1 0.1
H -7.520248 2.604374 5.712948 0.0 0.0 0.0
C -5.701115 0.861423 4.926839 0.1 -0.1 0.1
C 0.749268 2.552514 1.825904 -0.1 -0.2 -0.4
H -4.958425 -0.638432 3.601434 0.0 0.0 0.0
H -2.149022 -7.232518 -4.520097 0.0 0.0 0.0
C 1.683636 2.228591 0.653602 -0.3 0.5 0.8
C 2.645817 -0.354418 -1.335722 0.0 0.1 -0.2
H -2.769177 1.208737 1.930707 -0.1 0.1 0.1
H 6.738671 2.776238 -1.585852 0.2 -0.3 -0.1
H -7.111214 3.015258 4.027973 -0.1 0.0 0.0
H -1.156256 -1.981945 -3.615756 0.0 0.0 0.0
N 2.060311 0.801586 0.790235 -0.3 0.2 -1.2
H -1.704388 -2.544900 -5.186034 0.0 0.0 0.0
H 1.993714 0.300176 -1.905371 -0.2 0.1 0.0
H 3.186975 -1.324664 1.423087 -0.1 -0.1 0.1
H -2.050280 -7.288258 -1.325057 0.0 0.0 0.0
P 5.334443 3.904957 -0.337058 0.0 0.4 0.1
H -0.169656 1.984397 1.729052 -0.1 -0.1 0.1
H 7.433843 2.985429 0.528807 0.1 0.0 0.2
H 2.724770 -4.154156 -3.021281 0.0 0.0 0.0
H -0.306926 -7.106172 -1.061855 0.0 0.0 0.0
H -6.514397 4.021283 5.362634 0.0 0.0 0.0
C 3.160144 0.276175 -0.042820 1.0 -0.7 0.2
F 5.025735 3.312659 2.678951 0.0 -0.8 -0.4
C 4.171268 1.370695 -0.418976 -0.5 0.4 0.3
H 1.231379 2.316070 2.768760 0.0 0.1 0.2
C -4.816812 0.822903 1.257244 -0.2 0.1 0.0
H -2.887753 -6.273371 -3.230285 0.0 0.1 0.0
H 6.812447 4.294633 1.585177 0.0 -0.1 0.2
C -1.166460 -6.701494 -1.592979 0.1 0.0 -0.1
H -2.416110 -4.985713 -5.338461 0.0 0.0 0.0
F 6.092948 1.583672 1.800309 -1.0 0.3 0.2
O -0.890412 -6.796165 -2.976764 0.0 0.1 0.1
H -3.910884 0.778521 3.793418 0.0 -0.1 0.1
C -1.974572 -6.415033 -3.814686 0.0 -0.1 -0.2
C 3.881022 -0.848349 0.740251 -0.1 0.2 -0.2
C 6.928030 3.948645 0.567891 0.0 0.1 -0.5
C 1.694551 -4.184656 -3.377241 0.1 0.1 0.1
H -5.281387 0.324144 5.782034 0.0 0.0 0.0
O -5.544542 2.253112 5.176769 -0.1 0.1 -0.1
H 2.141875 -1.296811 -1.159520 -0.2 -0.1 0.1
N -5.581458 1.010245 2.486468 0.1 0.0 0.1
H -0.693490 -5.346371 -5.123334 -0.1 -0.1 -0.1
H 2.770857 3.923073 -0.047752 -0.1 0.1 -0.1
C 0.390997 -2.794352 -4.827763 0.0 0.2 -0.1
```
Positions in Å, forces in eV/Å.

The strongest force on any atom comes out at 0.0248 Eh/bohr. Its spin multiplicity is 2. The frontier orbital gap (spin up / spin down) is 8.8 / 9.2 eV. The total charge is 0.



For reference, ΔE to the lowest compared entry with this formula, charge and spin by record: 676.9; 0.0; 0.0 kJ/mol.